Density functional theory data (ωB97M-V/def2-TZVPD) for C8H16BiN2PS as an isolated structure at a distorted geometry.

```
29
Properties=species:S:1:pos:R:3:forces:R:3:lowdin_charge:R:1
C 2.4654 -3.4675 -1.2289 -0.8 -0.1 0.2 -0.28
C 3.2614 -2.6661 -0.3775 -0.1 0.1 0.6 -0.27
C 2.7134 -2.7289 0.9327 -0.1 0.1 -0.7 -0.23
C 1.5815 -3.5897 0.9024 0.0 -0.1 -0.8 -0.26
C 1.3986 -4.0324 -0.4331 0.9 -0.2 0.4 -0.31
Bi 0.4757 -1.1903 -0.9046 1.6 -1.6 -1.0 0.78
P -0.7248 -0.7342 -3.2575 -0.1 0.1 0.1 0.40
H 2.7044 -3.7620 -2.2529 -0.1 0.2 0.3 0.07
H 4.1617 -2.1292 -0.6720 -0.3 -0.1 0.1 0.08
H 3.0837 -2.2011 1.8058 0.0 -0.1 -0.1 0.07
H 0.7114 -4.8137 -0.7633 0.1 0.4 0.1 0.07
H 0.9814 -3.8881 1.7565 0.0 0.1 -0.1 0.07
H -1.6986 -1.7196 -3.6737 0.4 0.9 -0.4 -0.11
H 0.1960 -0.6014 -4.3659 -1.0 0.0 0.4 -0.11
H -1.4315 0.5200 -3.2047 0.2 -0.7 -0.5 -0.13
C -3.1016 2.5204 1.1809 -0.4 0.0 -0.3 -0.08
N -2.0637 1.8345 0.4009 0.2 -0.4 -0.1 -0.06
C -0.8352 1.5857 0.9531 0.6 -1.3 0.6 -0.77
S -0.2870 -0.0612 1.2773 -1.4 2.2 0.8 0.36
N -0.0719 2.5937 1.3484 -0.1 -0.1 -0.1 -0.02
C -0.4002 4.0067 1.2360 0.5 0.2 0.1 -0.05
H -2.6695 3.0571 2.0269 -0.1 -0.2 -0.1 0.08
H -3.8290 1.7834 1.5484 0.2 0.2 0.1 0.09
H -3.6268 3.2250 0.5296 0.0 0.0 0.2 0.09
H -2.4199 1.0207 -0.1026 0.2 0.3 0.6 0.12
H 0.8458 2.3236 1.7036 -0.5 0.1 0.0 0.14
H -0.5372 4.4339 2.2344 -0.1 0.0 -0.1 0.09
H 0.4230 4.5370 0.7449 -0.2 -0.1 0.1 0.10
H -1.3064 4.1436 0.6549 0.1 0.0 -0.1 0.07
```
Forces are in eV/Å.

Its net charge is 0. The calculation puts the energy relative to the best compared isomer or geometry (same formula, charge and spin) at 0.000 eV. For the largest force on an atom, the calculation gives 2.70 eV/A. The HOMO energy is -5.2 eV. Its total energy is -37494.7937 eV.

Density functional theory data (ωB97M-V/def2-TZVPD) for a 2-piece molecular cluster, C4H15N2O overall at a distorted geometry.

```
22
Properties=species:S:1:pos:R:3:forces:R:3:lowdin_charge:R:1
C -0.0668 -0.8525 -1.9789 1.2 -2.2 -3.6 -0.11
C -0.2840 -0.3412 -0.6281 1.1 0.2 0.3 -0.32
C 0.8685 0.7498 -0.3617 -1.1 -2.7 0.4 -0.15
C 0.2791 1.7599 0.5186 0.5 3.6 0.7 -0.29
N -0.5803 1.1535 1.5622 1.7 -3.0 -1.2 -0.01
N -1.8489 -0.0448 -0.3498 2.0 0.3 0.8 0.22
H 0.9971 -1.2802 -2.1985 -1.1 1.7 0.9 0.14
H -0.4615 -1.8608 -2.1340 -1.2 0.3 -0.1 0.08
H -0.3091 -0.1909 -2.8745 0.2 -0.7 1.3 0.12
H 0.0431 -1.1436 0.0450 -1.2 0.2 0.2 0.11
H 1.5390 0.0383 0.2666 -0.2 1.8 -1.6 0.13
H 1.2264 1.1555 -1.3486 0.0 -0.5 1.3 0.14
H -0.3388 2.3987 -0.1478 -0.1 -0.1 0.5 0.12
H 1.0927 2.4971 0.8804 -1.2 -1.2 -0.1 0.15
H -0.6660 1.6412 2.4004 0.0 1.4 1.4 0.07
H -1.9311 0.6687 0.4440 0.7 -0.5 -0.5 0.13
H -0.0986 0.2242 1.8158 -1.0 1.8 -0.2 0.11
H -2.3782 0.2147 -1.1560 -0.2 0.3 -0.9 0.14
H -2.2524 -0.8909 0.0226 -0.1 -0.5 0.0 0.15
H 1.5887 -2.0408 2.5288 0.2 0.0 -0.5 0.07
H 1.9836 -2.2365 1.0396 0.4 -0.5 -0.1 0.05
O 1.5973 -1.6194 1.6540 -0.5 0.3 0.7 -0.05
```
Forces are in eV/Å.

Its net charge is +1. The calculation puts the energy relative to the best compared isomer or geometry (same formula, charge and spin) at 2.138 eV. For the largest force on an atom, the calculation gives 4.37 eV/A. The HOMO energy is -13.8 eV. Its total energy is -9411.5245 eV.

Density functional theory data (ωB97M-V/def2-TZVPD) for C54H51N5O6Sr as an isolated structure at a distorted geometry.

```
117
Properties=species:S:1:pos:R:3:forces:R:3:lowdin_charge:R:1
Sr -0.6850 -0.2841 0.3251 0.5 3.0 -2.7 1.52
C 1.1635 -4.4967 -0.8361 -0.1 0.1 -0.1 -0.04
O 2.1618 -3.5085 -0.4634 0.2 0.1 0.2 0.02
C 1.5487 -2.3152 -0.5778 -0.3 -0.5 -0.3 -0.32
N 0.3168 -2.2933 -0.8827 0.5 -0.4 -0.3 0.08
C -0.1446 -3.6858 -0.9021 0.0 0.0 0.0 -0.24
C -1.0554 -4.0437 -2.0417 0.0 0.1 -0.1 -0.19
C -1.8104 -5.2098 -1.9387 0.0 0.0 0.0 -0.03
C -2.6834 -5.5720 -2.9525 0.0 0.0 0.0 -0.08
C -2.8140 -4.7660 -4.0767 0.0 0.0 0.0 -0.10
C -2.0707 -3.5997 -4.1784 0.0 0.0 0.0 -0.08
C -1.1926 -3.2381 -3.1634 0.0 0.0 0.0 -0.03
C 2.3296 -1.0955 -0.2888 0.3 0.1 0.1 -0.17
C 3.6399 -1.1463 0.1662 0.0 -0.1 0.0 0.04
C 4.2730 0.0471 0.4719 0.0 0.0 0.0 -0.01
C 3.5874 1.2396 0.3080 0.0 0.0 0.0 0.03
C 2.2760 1.1845 -0.1446 0.2 0.0 0.0 -0.17
N 1.6579 0.0454 -0.4382 1.1 0.1 -0.3 0.06
C 1.4645 2.4127 -0.2918 -0.2 0.2 0.0 -0.30
N 0.1979 2.4471 -0.2572 0.2 -0.1 -0.2 0.14
C -0.1934 3.8613 -0.3264 0.1 0.1 0.0 -0.24
C 1.1411 4.5907 -0.6196 -0.1 0.0 0.0 -0.05
O 2.1472 3.5688 -0.4297 0.0 -0.1 0.1 0.02
C -1.2770 4.1595 -1.3321 0.0 0.0 0.0 -0.21
C -1.5464 3.3030 -2.3925 0.0 0.0 0.0 -0.05
C -2.5629 3.6023 -3.2903 0.0 0.0 0.0 -0.07
C -3.2995 4.7693 -3.1478 0.0 0.0 0.0 -0.08
C -3.0224 5.6383 -2.1003 0.0 0.0 0.0 -0.08
C -2.0200 5.3296 -1.1922 0.0 0.0 0.0 -0.04
H 1.1452 -5.2796 -0.0834 0.1 0.0 0.1 0.13
H 1.4489 -4.9126 -1.8019 0.0 0.0 0.0 0.13
H -0.7156 -3.8178 0.0102 -0.1 0.0 0.2 0.11
H -1.7303 -5.8183 -1.0424 0.0 0.0 0.0 0.12
H -3.2809 -6.4704 -2.8552 0.0 0.0 0.0 0.10
H -3.5075 -5.0378 -4.8636 0.0 0.0 0.0 0.10
H -2.1824 -2.9601 -5.0463 0.0 0.0 0.0 0.10
H -0.6259 -2.3158 -3.2282 0.0 0.0 0.0 0.11
H 4.1309 -2.1033 0.2799 0.0 0.0 0.0 0.13
H 5.2900 0.0475 0.8404 0.0 0.0 0.0 0.12
H 4.0417 2.1947 0.5320 0.0 0.0 0.0 0.13
H -0.5601 4.1391 0.6651 0.0 0.0 0.0 0.13
H 1.3447 5.4115 0.0621 0.1 0.0 0.0 0.13
H 1.2001 4.9453 -1.6473 0.0 0.0 -0.1 0.13
H -0.9799 2.3853 -2.4958 0.0 0.0 0.0 0.11
H -2.7901 2.9116 -4.0928 0.0 0.0 0.0 0.11
H -4.0953 4.9978 -3.8461 0.0 0.0 0.0 0.10
H -3.5947 6.5506 -1.9837 0.0 0.0 0.0 0.10
H -1.8182 5.9956 -0.3582 0.0 0.0 0.0 0.12
C -4.7675 -2.4029 5.6350 0.0 0.0 0.0 0.02
C -4.3619 -1.3085 4.6678 -0.1 0.0 0.1 -0.59
C -5.2554 -0.0831 4.7892 0.0 0.0 0.0 0.02
O -4.4248 -1.8218 3.3588 0.1 -0.2 -0.1 -0.03
C -3.3223 -1.3514 2.5975 0.2 0.0 -0.1 -0.11
C -2.2469 -1.1238 3.6948 0.0 0.0 -0.2 -0.15
O -3.0095 -0.9609 4.8925 0.0 0.1 0.0 -0.02
C -1.1967 0.0293 3.5633 0.1 0.1 0.4 -0.43
O -0.4718 -0.0977 2.3999 -0.2 0.2 2.5 -0.44
C -1.9090 1.4036 3.6517 0.1 0.0 0.0 -0.13
C -1.9205 2.2559 2.5529 0.0 -0.1 0.1 -0.06
C -2.5684 3.4882 2.5922 0.0 0.0 0.0 -0.09
C -3.1912 3.9076 3.7568 0.0 0.0 0.0 -0.09
C -3.1350 3.0940 4.8820 0.0 0.0 0.0 -0.08
C -2.4989 1.8620 4.8327 0.0 0.1 0.0 -0.03
C -0.2061 -0.0516 4.7588 0.0 0.0 -0.1 -0.12
C -0.0725 -1.1496 5.6011 0.0 0.0 0.1 -0.02
C 0.9004 -1.1729 6.5980 0.0 0.0 0.0 -0.09
C 1.7592 -0.0998 6.7697 0.0 0.0 0.0 -0.11
C 1.6446 1.0000 5.9261 0.0 0.0 0.0 -0.09
C 0.6761 1.0167 4.9360 0.0 0.0 0.0 -0.03
C -2.9948 -2.3479 1.4123 -0.1 0.0 0.1 -0.39
O -2.1099 -1.6929 0.5867 -2.8 -2.9 1.0 -0.51
C -4.2844 -2.7000 0.6088 0.0 0.1 0.1 -0.11
C -4.2175 -2.5786 -0.7778 0.0 0.0 0.0 -0.05
C -5.3040 -2.8748 -1.5930 0.0 0.0 0.0 -0.08
C -6.4942 -3.3131 -1.0348 0.0 0.0 0.0 -0.10
C -6.5751 -3.4613 0.3423 0.0 0.0 0.1 -0.08
C -5.4865 -3.1655 1.1548 0.0 0.1 -0.1 -0.05
C -2.3457 -3.6510 1.9618 0.0 0.0 -0.2 -0.10
C -3.0020 -4.8750 2.0432 0.0 0.0 0.1 -0.01
C -2.3456 -6.0216 2.4866 0.0 0.0 0.0 -0.08
C -1.0151 -5.9694 2.8643 0.0 0.0 0.0 -0.10
C -0.3375 -4.7575 2.7814 0.0 0.0 0.0 -0.08
C -0.9916 -3.6241 2.3260 -0.1 0.1 -0.1 -0.06
H -5.7900 -2.7248 5.4285 0.0 0.0 0.0 0.09
H -4.7065 -2.0261 6.6571 0.0 0.0 0.0 0.09
H -4.0910 -3.2516 5.5241 0.0 0.0 0.0 0.09
H -6.2877 -0.3708 4.5808 0.0 0.0 0.0 0.09
H -4.9452 0.6826 4.0772 0.0 0.0 0.0 0.08
H -5.1898 0.3280 5.7988 0.0 0.0 -0.1 0.09
H -3.5671 -0.3982 2.1072 -0.1 0.0 0.0 0.15
H -1.6793 -2.0390 3.7957 0.1 -0.1 0.0 0.11
H -1.3723 1.9563 1.6693 0.0 0.1 0.0 0.06
H -2.5860 4.1260 1.7136 0.0 0.0 0.0 0.09
H -3.6990 4.8645 3.7973 0.0 0.0 0.0 0.10
H -3.5912 3.4231 5.8095 0.0 0.0 0.0 0.10
H -2.4537 1.2515 5.7231 0.0 0.0 0.0 0.12
H -0.7348 -2.0017 5.5128 0.0 0.1 0.0 0.11
H 0.9768 -2.0365 7.2489 0.0 0.0 0.0 0.10
H 2.5080 -0.1160 7.5529 0.0 0.0 0.0 0.09
H 2.3077 1.8490 6.0493 0.0 0.0 0.0 0.10
H 0.5948 1.8745 4.2768 0.0 0.0 0.0 0.12
H -3.2814 -2.2522 -1.2097 0.0 0.0 0.0 0.10
H -5.2099 -2.7675 -2.6677 0.0 0.0 0.0 0.10
H -7.3481 -3.5417 -1.6622 0.0 0.0 0.0 0.10
H -7.4944 -3.8142 0.7969 0.0 0.0 0.0 0.10
H -5.5817 -3.2919 2.2207 0.0 0.0 0.0 0.11
H -4.0379 -4.9528 1.7454 0.0 0.0 0.0 0.10
H -2.8839 -6.9609 2.5318 0.0 0.0 0.0 0.10
H -0.5103 -6.8589 3.2210 0.0 0.0 0.0 0.10
H 0.7046 -4.6949 3.0736 0.0 0.0 0.0 0.11
H -0.4458 -2.6897 2.2370 0.0 0.0 0.0 0.11
N -4.1128 0.7894 -1.0941 0.2 0.0 -0.1 -0.02
N -3.0368 1.2503 -0.2722 0.1 -0.1 0.0 -0.08
H -5.0016 1.0951 -0.7207 -0.2 0.0 0.1 0.07
H -4.1076 -0.2196 -1.0484 0.0 -0.2 0.0 0.03
H -3.2826 1.2299 0.7123 -0.1 0.1 0.1 0.04
H -2.8615 2.2147 -0.5173 0.0 0.1 0.0 0.04
```
Forces are in eV/Å.

Its net charge is 0. For the largest force on an atom, the calculation gives 4.13 eV/A. The HOMO energy is -7.9 eV. Its total energy is -77399.0075 eV.

Density functional theory data (ωB97M-V/def2-TZVPD) for a 3-piece molecular cluster, C21H27F3N3O4P3S overall at a distorted geometry.

```
62
Properties=species:S:1:pos:R:3:forces:R:3:lowdin_charge:R:1
C 0.0653 0.9694 4.0750 -0.8 -0.1 -0.2 -0.25
P -0.1349 1.9722 2.5466 0.9 0.5 -0.4 0.88
O -1.1933 3.1347 3.0454 -0.1 -0.6 0.1 -0.32
C -0.9969 0.7320 1.4503 -0.4 -0.5 0.1 -0.27
C -2.3097 0.8597 0.9464 -0.4 0.2 0.4 -0.13
C -3.1771 2.0660 1.2184 0.0 0.4 -0.5 -0.11
C -2.6471 3.3050 0.4292 -0.5 -0.9 0.5 -0.10
C -3.2544 3.5069 -0.9056 -0.9 0.3 0.2 -0.20
F -3.2196 2.4370 -1.7509 1.5 0.4 -0.4 0.07
C -3.7889 4.6542 -1.3625 0.3 -0.3 0.0 -0.29
F -3.4175 5.2896 -2.4603 -1.0 -0.6 -0.7 0.15
F -4.7607 5.3055 -0.7482 0.9 0.8 0.7 0.15
C -2.8157 -0.1511 0.1451 0.4 -0.1 0.2 -0.03
C -2.0615 -1.2748 -0.1737 -0.3 -0.2 0.1 -0.09
C -0.7594 -1.4315 0.2802 -0.4 -0.2 0.2 -0.32
P 0.1896 -2.9289 -0.1877 0.8 -0.1 -0.7 0.42
S 1.6829 -2.6146 -1.4001 -0.1 0.2 0.1 0.13
C -0.2341 -0.4062 1.0885 0.2 0.4 -0.2 -0.31
P 1.4897 -0.6384 1.6674 0.3 -0.7 0.6 0.68
O 1.5887 -1.7226 2.6808 -0.1 0.0 0.0 -0.43
C -2.9348 -2.1651 -1.0204 -0.1 0.2 -0.1 -0.37
O -2.8096 -3.3177 -1.3219 0.2 0.1 -0.2 0.10
N -4.0761 -1.3858 -1.4047 0.5 -0.2 0.3 0.16
C -4.1629 -0.2725 -0.5113 0.2 0.1 -0.2 -0.36
O -5.1648 0.3542 -0.3242 0.1 0.1 -0.2 0.14
H -0.8142 1.1401 4.7057 0.1 0.0 0.1 0.05
H 0.9731 1.2518 4.5974 0.0 0.0 0.0 0.01
H 0.0523 -0.0967 3.8456 0.3 0.0 0.1 0.03
H -1.7796 2.7812 3.7274 -0.1 0.2 0.0 0.05
H -4.1799 1.8702 0.8536 0.0 -0.1 0.2 0.10
H -3.2474 2.2911 2.2756 0.0 0.0 0.0 0.10
H -1.5837 3.1288 0.2176 0.0 0.3 0.0 0.12
H -2.6881 4.2144 1.0239 -0.1 0.1 -0.1 0.13
H -0.7422 -3.7721 -0.7843 -0.3 0.0 0.4 -0.03
H 0.5385 -3.5358 1.0262 -0.2 0.1 0.1 -0.01
H 2.2399 -0.9266 0.5224 -0.1 0.4 -0.2 -0.05
H 1.9376 0.6155 2.1099 -0.1 0.1 -0.2 -0.03
H -3.9781 -1.1350 -2.3836 -0.8 -0.1 -0.1 0.16
C 6.5159 3.0523 2.9298 0.0 0.0 0.0 -0.11
C 5.5638 3.1176 1.7417 0.2 0.0 0.1 -0.26
C 4.2057 3.7345 2.0994 0.2 -0.1 -0.1 -0.18
C 3.5216 2.9526 3.1280 -0.1 0.2 -0.1 -0.23
N 2.9780 2.3332 3.9251 0.1 -0.1 0.1 0.17
H 6.1199 2.4160 3.7224 0.0 0.0 0.0 0.07
H 7.4766 2.6375 2.6264 0.0 0.0 0.0 0.07
H 6.6941 4.0456 3.3461 0.0 0.0 0.0 0.08
H 5.4119 2.1130 1.3426 -0.1 0.0 0.0 0.11
H 6.0144 3.7124 0.9458 -0.1 0.0 0.0 0.11
H 3.5596 3.7759 1.2212 -0.1 0.0 0.0 0.12
H 4.3334 4.7528 2.4703 0.0 0.0 0.0 0.12
C -0.2553 -3.9219 -5.2138 0.0 0.0 -0.1 -0.11
C -0.1763 -5.4077 -5.5468 0.0 0.2 0.0 -0.26
C -0.1963 -6.2911 -4.2945 0.0 0.1 -0.1 -0.19
C 0.9440 -5.9937 -3.4265 -0.1 -0.1 0.0 -0.24
N 1.8481 -5.7505 -2.7643 0.1 -0.1 0.1 0.15
H 0.6034 -3.5993 -4.6230 0.0 0.0 0.1 0.06
H -0.2697 -3.3258 -6.1265 0.0 0.0 0.0 0.07
H -1.1617 -3.6952 -4.6480 0.0 0.0 0.0 0.07
H 0.7331 -5.6061 -6.1169 0.0 -0.1 0.0 0.11
H -1.0190 -5.6849 -6.1829 0.0 -0.1 0.0 0.11
H -0.1552 -7.3466 -4.5653 0.0 0.0 0.0 0.12
H -1.1155 -6.1248 -3.7296 0.0 0.0 0.0 0.12
```
Forces are in eV/Å.

Its net charge is 0. For the largest force on an atom, the calculation gives 1.57 eV/A. The HOMO energy is -8.5 eV. Its total energy is -81727.0057 eV.

Density functional theory data (ωB97M-V/def2-TZVPD) for one molecule with the formula C3H4N2O at a distorted geometry.

```
10
Properties=species:S:1:pos:R:3:forces:R:3:lowdin_charge:R:1
O 2.2456 -0.2064 -0.0229 -0.1 -0.4 -0.1 0.06
C 0.9556 0.1191 0.2179 -0.5 -0.2 -0.2 -0.45
C 0.0185 -0.8586 -0.0320 -0.5 0.2 0.5 -0.09
N -1.1547 -0.1412 -0.1260 -0.4 0.2 0.5 0.04
C -0.8563 1.1433 0.1493 -0.3 0.2 0.0 -0.19
N 0.4289 1.3465 0.3929 0.0 -0.2 -0.5 0.14
H 1.9454 -0.9412 -0.6072 1.9 0.3 0.3 0.11
H 0.0621 -1.8682 0.3495 -0.1 -0.2 -0.7 0.12
H -2.0308 -0.5016 -0.4609 -0.1 0.1 0.3 0.15
H -1.6144 1.9082 0.1394 0.0 0.1 0.0 0.12
```
Forces are in eV/Å.

Its net charge is 0. The calculation puts the energy relative to the best compared isomer or geometry (same formula, charge and spin) at 1.557 eV. For the largest force on an atom, the calculation gives 1.96 eV/A. The HOMO energy is -8.4 eV. Its total energy is -8202.3286 eV.

Density functional theory data (ωB97M-V/def2-TZVPD) for a 2-piece molecular cluster, C4H12N2O2 overall at a distorted geometry.

```
20
Properties=species:S:1:pos:R:3:forces:R:3:lowdin_charge:R:1
C 0.8568 0.4690 -1.5027 -1.1 -0.9 0.6 -0.36
C 0.2830 1.8411 -1.2151 0.0 -0.1 0.1 -0.11
N 2.2610 0.4108 -1.1796 0.4 0.0 -0.1 -0.01
H 2.4255 0.6904 -0.2247 0.1 0.0 0.2 0.06
H 2.6436 -0.5155 -1.3281 0.0 0.1 0.1 0.07
H 0.7390 0.2090 -2.5607 0.0 0.0 0.2 0.11
H 0.2313 -0.2784 -0.8887 0.7 0.7 -1.1 0.09
H 0.1779 1.9615 -0.1318 0.1 0.3 -0.2 0.05
H -0.7136 1.9255 -1.6393 -0.1 0.0 0.0 0.07
H 0.9121 2.6211 -1.6419 0.0 0.0 0.1 0.07
C 0.4844 -1.2998 1.6856 0.2 0.0 -0.8 0.02
C -0.7072 -0.5587 1.1386 -1.3 0.1 1.8 -0.56
N -2.9105 -0.9261 0.3717 -0.3 0.5 -0.2 0.07
O -1.6107 -1.4377 0.6312 0.5 -0.1 0.0 -0.08
O -0.9865 0.5968 1.3777 0.3 -0.6 -0.6 0.07
H -2.8539 0.0859 0.5509 0.0 -0.4 0.1 0.08
H -3.5302 -1.3574 1.0685 0.5 0.3 -0.1 0.10
H 1.3490 -0.6456 1.6827 0.1 0.0 0.0 0.08
H 0.6678 -2.1968 1.0915 0.1 0.1 0.1 0.09
H 0.2811 -1.5951 2.7143 -0.2 0.1 0.0 0.10
```
Forces are in eV/Å.

Its net charge is 0. The calculation puts the energy relative to the best compared isomer or geometry (same formula, charge and spin) at 2.901 eV. For the largest force on an atom, the calculation gives 2.24 eV/A. The HOMO energy is -9.1 eV. Its total energy is -11416.3155 eV.

Density functional theory data (ωB97M-V/def2-TZVPD) for one molecule with the formula C4H6FN at a distorted geometry.

```
12
Properties=species:S:1:pos:R:3:forces:R:3:lowdin_charge:R:1
C -0.9395 1.9264 -0.1827 -0.2 0.5 -0.2 -0.13
C -0.6393 0.7591 0.3583 -0.8 -0.4 -0.2 -0.05
C 0.1659 -0.3055 -0.2683 0.5 1.0 -1.0 -0.34
C 0.3189 -1.6282 0.3019 1.2 -1.6 -1.0 -0.16
H -1.5274 2.8040 0.1762 0.5 -1.2 0.0 0.13
H -1.1307 0.4027 1.2299 -0.2 0.5 1.1 0.10
H 0.2344 -0.2304 -1.3320 0.3 0.1 -0.6 0.13
H 0.6872 -2.4462 -0.3280 -0.7 0.3 -0.3 0.11
H -0.3055 -2.0286 1.0627 -0.2 0.3 1.2 0.09
H 2.2484 -0.8056 -0.0861 -2.0 0.1 0.9 0.13
N 1.3704 -0.6361 0.5002 1.5 0.1 0.1 0.02
F -0.4827 2.1884 -1.4321 0.2 0.2 -0.1 -0.01
```
Forces are in eV/Å.

Its net charge is 0. The calculation puts the energy relative to the best compared isomer or geometry (same formula, charge and spin) at 1.846 eV. For the largest force on an atom, the calculation gives 2.22 eV/A. The HOMO energy is -9.5 eV. Its total energy is -8450.4885 eV.